one:
Formula: H2NO3S
Source: the Open Molecules 2025 dataset
Level of theory: ωB97M-V/def2-TZVPD

Computed properties:
- 2S+1 = 3
- <S²> = 2.007
- total charge = -1
- HOMO level (alpha / beta) (eV) = -2.4 / -5.2
- gap between HOMO and LUMO (alpha / beta) (eV) = 6.556 / 7.506

Bonds (Å) are listed after each position.
Atoms and positions in Å:
1 N -2.84 -0.22 -0.18  H6 1.092, H7 1.093
2 O 2.13 0.17 1.55  S5 1.438
3 O 1.99 -1.21 -0.58  S5 1.454
4 O 1.50 1.16 -0.65  S5 1.470
5 S 1.67 -0.03 0.20  O2 1.438, O3 1.454, O4 1.470
6 H -2.30 0.19 0.67  N1 1.092
7 H -2.16 -0.07 -1.02  N1 1.093

***

two:
Formula: H2NO3S
Source: the Open Molecules 2025 dataset
Level of theory: ωB97M-V/def2-TZVPD

Computed properties:
- 2S+1 = 3
- <S²> = 2.007
- total charge = -1
- HOMO level (alpha / beta) (eV) = -0.4 / -4.9
- gap between HOMO and LUMO (alpha / beta) (eV) = 4.675 / 6.637

Bonds (Å) are listed after each position.
Atoms and positions in Å:
1 N 0.01 -0.35 -0.36  S5 2.117, H6 1.043, H7 0.931
2 O 1.92 -2.47 0.11  S5 1.503
3 O 2.51 -0.12 0.94  S5 1.468
4 O 0.77 -1.52 2.02  S5 1.450
5 S 1.53 -1.21 0.83  N1 2.117, O2 1.503, O3 1.468, O4 1.450
6 H 0.14 0.63 -0.04  N1 1.043
7 H 0.22 -0.37 -1.26  N1 0.931

***

In order of decreasing stability: one, two.